{"formula": "C59H73IN8O3", "method": "ωB97M-V/def2-TZVPD", "species": ["C", "C", "C", "C", "C", "C", "C", "C", "C", "C", "C", "C", "C", "C", "O", "C", "O", "O", "C", "C", "I", "C", "C", "H", "H", "H", "H", "H", "H", "H", "H", "H", "H", "H", "H", "H", "H", "H", "H", "H", "H", "H", "H", "H", "H", "H", "H", "H", "H", "H", "H", "H", "H", "H", "H", "H", "C", "C", "C", "N", "C", "C", "H", "H", "H", "H", "H", "C", "C", "C", "N", "C", "C", "H", "H", "H", "H", "H", "C", "C", "C", "N", "C", "C", "H", "H", "H", "H", "H", "C", "C", "C", "N", "C", "C", "H", "H", "H", "H", "H", "C", "C", "C", "N", "C", "C", "H", "H", "H", "H", "H", "C", "C", "C", "N", "C", "C", "H", "H", "H", "H", "H", "C", "C", "C", "N", "C", "C", "H", "H", "H", "H", "H", "C", "C", "C", "N", "C", "C", "H", "H", "H", "H", "H"], "xyz": [[2.25634, 3.82759, 2.85200], [1.21947, 3.26450, 2.18868], [0.78817, 3.76221, 0.83063], [0.41488, 2.75510, -0.29029], [-0.10868, 1.43172, 0.24664], [-1.41387, 1.51724, 1.03854], [-1.69539, 0.20670, 1.81309], [-2.96994, -0.49590, 1.35805], [-2.85287, -1.02549, -0.08105], [-4.18218, -0.99171, -0.86409], [-0.56841, 3.55654, -1.21307], [-1.61069, 2.78839, -2.05313], [-3.03761, 3.18916, -1.66157], [-3.48776, 4.40644, -2.46335], [-3.98494, 2.14385, -1.89308], [0.41685, 4.34441, -2.09879], [0.15035, 5.22285, -2.85614], [1.68819, 3.88420, -1.90718], [1.47147, 2.55022, -1.39283], [2.75240, 1.74509, -1.22828], [2.37142, -0.30510, -1.76985], [3.48458, 1.88258, 0.09403], [4.75282, 1.01265, 0.13779], [3.26074, 3.84892, 2.42864], [2.13440, 4.26005, 3.84196], [0.64736, 2.44956, 2.63273], [-0.07209, 4.39235, 1.06434], [1.58524, 4.43375, 0.49575], [0.65220, 0.95793, 0.87338], [-0.27448, 0.74988, -0.59104], [-2.25761, 1.68417, 0.36570], [-1.37603, 2.33153, 1.76393], [-0.86644, -0.49531, 1.67113], [-1.71952, 0.41654, 2.88470], [-3.84274, 0.15494, 1.46193], [-3.15620, -1.36148, 2.00049], [-2.12872, -0.43262, -0.64966], [-2.47203, -2.04800, -0.05881], [-4.76926, -1.87351, -0.60858], [-4.73100, -0.09833, -0.56736], [-3.96782, -0.97733, -1.93247], [-1.11814, 4.34602, -0.69593], [-1.46093, 1.70622, -2.01507], [-1.48605, 3.08820, -3.09780], [-3.10103, 3.44858, -0.59911], [-4.40705, 4.82141, -2.05083], [-2.70846, 5.16859, -2.49416], [-3.72044, 4.07274, -3.47597], [-3.52580, 1.34520, -2.16657], [0.90824, 2.05605, -2.19377], [3.44018, 2.09624, -1.99872], [2.85793, 1.59029, 0.93622], [3.81743, 2.91865, 0.20541], [4.51806, 0.00393, 0.47886], [5.20034, 0.91286, -0.85428], [5.48216, 1.42606, 0.83094], [-8.80329, 0.15224, -2.36645], [-9.48153, -1.04459, -2.53339], [-9.41543, -1.98924, -1.52068], [-8.73213, -1.81490, -0.39028], [-8.08736, -0.66005, -0.24438], [-8.09015, 0.35105, -1.19500], [-8.83624, 0.91506, -3.13153], [-10.05249, -1.24174, -3.43037], [-9.93528, -2.93665, -1.61545], [-7.53637, -0.54443, 0.68337], [-7.54484, 1.26927, -1.01993], [4.73857, -5.19766, 1.28568], [4.44306, -4.79600, -0.00702], [4.32597, -3.43832, -0.26283], [4.48041, -2.49693, 0.66507], [4.76405, -2.89973, 1.90247], [4.90414, -4.23107, 2.26473], [4.83478, -6.24873, 1.52708], [4.30259, -5.51577, -0.80207], [4.09317, -3.08427, -1.26188], [4.88132, -2.11255, 2.64010], [5.13100, -4.49990, 3.28705], [-13.36052, 3.80669, -2.30697], [-12.42854, 3.35658, -1.38633], [-11.38160, 2.56747, -1.83913], [-11.22334, 2.21493, -3.11248], [-12.12772, 2.65320, -3.98580], [-13.20852, 3.44874, -3.63696], [-14.19160, 4.42537, -1.99366], [-12.50793, 3.60940, -0.33798], [-10.63040, 2.19536, -1.14989], [-11.97666, 2.34952, -5.01599], [-13.91148, 3.77707, -4.39022], [6.39790, -2.24815, -3.23187], [7.50548, -2.65715, -2.50731], [8.54834, -3.26737, -3.18857], [8.54414, -3.48569, -4.50188], [7.47194, -3.08821, -5.18310], [6.37756, -2.46645, -4.59962], [5.56372, -1.76822, -2.73590], [7.56021, -2.50725, -1.43724], [9.43395, -3.59974, -2.65786], [7.49320, -3.27951, -6.25048], [5.53292, -2.16317, -5.20350], [8.54096, 2.66616, 3.13824], [7.56651, 1.83291, 3.66252], [6.23973, 2.10527, 3.36824], [5.84698, 3.13094, 2.61230], [6.79550, 3.92518, 2.11855], [8.14941, 3.73585, 2.34817], [9.58875, 2.48680, 3.34265], [7.82259, 0.98883, 4.28763], [5.44728, 1.47977, 3.76003], [6.44980, 4.75301, 1.50843], [8.87612, 4.41168, 1.91863], [0.25848, -8.07640, 2.73090], [0.10475, -7.83219, 4.08598], [0.75917, -6.74105, 4.63869], [1.53159, -5.91264, 3.93948], [1.67030, -6.16095, 2.63831], [1.05813, -7.22262, 1.98856], [-0.23681, -8.91678, 2.26170], [-0.50940, -8.47200, 4.70483], [0.66073, -6.51673, 5.69526], [2.30181, -5.46908, 2.09569], [1.20608, -7.37242, 0.92754], [-0.28353, -2.00138, -5.85919], [-0.83890, -3.25676, -6.04608], [-0.49062, -4.27001, -5.16523], [0.35191, -4.10457, -4.14823], [0.87707, -2.89288, -3.98259], [0.59403, -1.81146, -4.80365], [-0.53034, -1.18390, -6.52453], [-1.52806, -3.45035, -6.85666], [-0.90608, -5.26544, -5.27740], [1.55960, -2.79269, -3.14394], [1.05064, -0.84939, -4.61716], [2.22423, 2.07428, 7.72785], [3.37597, 1.64676, 8.37162], [4.46515, 1.27396, 7.59834], [4.45539, 1.29680, 6.26797], [3.34368, 1.70160, 5.66268], [2.20547, 2.10772, 6.34272], [1.35586, 2.37843, 8.29813], [3.43280, 1.60812, 9.45086], [5.38868, 0.94596, 8.06243], [3.37517, 1.70889, 4.57794], [1.33139, 2.43701, 5.79747]], "forces_ev_per_a": [[-0.1, -0.1, 0.0], [0.2, -0.2, -0.1], [1.7, -1.4, -0.3], [-0.8, 0.6, -0.1], [-0.4, 0.1, -0.1], [0.0, -0.5, 0.3], [0.1, 0.0, 0.0], [0.1, -0.5, 0.0], [-0.4, 0.3, -0.3], [0.6, -0.2, 0.7], [0.2, 0.2, -0.2], [0.1, 0.4, -0.2], [-0.4, 0.1, -0.2], [-0.1, -0.2, 0.0], [0.0, 0.0, 0.0], [0.0, -0.2, 0.3], [0.0, 0.3, -0.1], [0.0, -0.1, -0.2], [-0.5, -0.6, -0.1], [0.4, 1.0, 0.3], [0.0, 0.0, 0.1], [0.7, -0.7, 0.0], [-0.2, -0.2, 0.1], [-0.3, 1.5, -0.7], [0.4, -1.5, 0.7], [-1.0, 1.1, 0.7], [0.0, 0.0, 0.0], [-0.2, 0.1, -0.2], [0.1, 0.1, -0.1], [0.1, -0.1, 0.1], [0.1, 0.2, 0.0], [-0.1, 0.2, -0.2], [0.0, 0.1, 0.0], [-0.1, -0.1, 0.0], [0.1, 0.1, -0.1], [-0.1, 0.1, 0.2], [0.1, 0.0, 0.2], [0.2, 0.0, -0.1], [-0.2, 0.1, -0.2], [-0.1, 0.0, -0.3], [-0.3, -0.1, -0.1], [0.1, -0.1, 0.3], [0.0, 0.0, 0.2], [0.0, -0.2, -0.1], [0.2, -0.2, 0.1], [0.1, 0.1, 0.1], [-0.1, 0.1, 0.0], [0.2, 0.1, -0.1], [0.0, 0.0, 0.1], [0.2, -0.3, 0.0], [-0.1, -0.2, -0.2], [-0.1, 0.3, 0.0], [-0.4, 0.1, 0.0], [0.0, 0.0, -0.1], [0.1, 0.1, 0.0], [0.0, 0.1, -0.1], [0.1, 0.0, 0.0], [0.0, 0.0, 0.0], [0.0, 0.0, 0.0], [0.0, 0.0, 0.0], [0.0, 0.0, 0.1], [0.0, 0.0, 0.0], [-0.1, 0.0, 0.0], [0.0, 0.0, 0.0], [0.0, 0.0, 0.0], [0.0, 0.0, 0.0], [0.0, 0.0, 0.0], [0.1, 0.0, 0.0], [0.0, 0.0, 0.0], [0.0, 0.1, 0.0], [0.0, -0.1, 0.0], [0.0, 0.1, 0.0], [0.0, 0.0, 0.0], [0.0, 0.0, 0.0], [0.0, 0.0, 0.0], [0.0, 0.0, 0.0], [0.0, 0.0, 0.0], [0.0, 0.0, 0.0], [0.0, 0.0, 0.0], [0.0, 0.0, 0.0], [0.1, 0.0, 0.0], [0.0, 0.0, -0.1], [0.0, 0.0, 0.0], [0.0, 0.0, 0.0], [0.0, 0.0, 0.0], [0.0, 0.0, 0.0], [0.0, 0.0, 0.0], [0.0, 0.0, 0.0], [0.0, 0.0, 0.0], [-0.1, 0.0, 0.0], [0.0, 0.0, 0.0], [0.0, 0.0, 0.0], [0.0, 0.0, 0.0], [0.0, 0.0, 0.0], [0.0, 0.0, 0.0], [0.0, 0.0, 0.0], [0.0, 0.0, 0.0], [0.0, 0.0, 0.0], [0.0, 0.0, 0.0], [0.0, 0.0, 0.0], [0.0, 0.0, 0.0], [0.0, 0.0, 0.0], [-0.1, 0.1, 0.0], [0.0, 0.0, 0.0], [-0.1, 0.0, 0.0], [0.0, 0.0, 0.0], [0.0, 0.0, 0.0], [0.0, 0.0, 0.0], [0.1, -0.1, 0.1], [0.0, 0.0, 0.0], [0.0, 0.0, 0.0], [0.0, 0.0, 0.0], [0.0, 0.0, 0.0], [0.0, 0.0, 0.0], [0.0, 0.0, 0.0], [0.0, 0.1, 0.1], [0.0, 0.0, 0.0], [0.0, 0.0, 0.0], [0.0, 0.0, 0.0], [0.0, 0.0, 0.0], [0.0, 0.0, -0.1], [0.0, 0.0, 0.0], [0.0, 0.0, 0.0], [0.0, 0.0, 0.0], [0.0, 0.0, 0.0], [0.0, 0.0, 0.0], [0.0, -0.1, 0.0], [0.0, 0.0, 0.0], [0.0, 0.0, 0.0], [0.0, 0.0, 0.0], [0.0, 0.0, 0.0], [0.0, 0.0, 0.0], [0.0, 0.0, 0.0], [0.0, 0.0, 0.0], [0.0, 0.0, 0.0], [-0.1, 0.0, 0.0], [0.1, -0.1, 0.0], [0.0, 0.0, -0.1], [0.0, 0.0, 0.1], [0.0, 0.0, 0.0], [0.0, 0.0, 0.0], [0.0, 0.0, 0.0], [-0.1, 0.1, 0.0], [0.0, 0.0, 0.0]], "e_homo_ev": -8.2560, "total_charge": 0, "gap_ev": 8.72}